Record 1
Formula: C38H44ClInN8O2P
Source: the OMol25 dataset
Level of theory: ωB97M-V/def2-TZVPD

Calculated values
HOMO-LUMO gap, Eh: 0.233
F_max, eV Å⁻¹: 8.40
HOMO level, Eh: -0.167

Geometry as ORCA input:
```
! RIJCOSX wB97M-V def2-TZVPD def2/J DEFGRID3
* xyz -1 1
N 0.01 0.81 4.61
P 0.82 -0.46 5.27
In -0.28 -2.62 4.51
Cl -0.06 -4.51 6.09
C -2.50 -2.12 4.22
C -2.98 -1.37 5.63
C -4.46 -0.66 5.52
O -4.91 -0.02 6.61
O -5.21 -0.82 4.25
H -0.41 1.40 5.40
H 0.67 -0.30 6.71
H 2.22 -0.34 4.86
H 0.35 -3.15 2.92
H -2.56 -1.33 3.33
H -3.16 -3.05 3.94
H -3.01 -2.16 6.52
H -2.10 -0.63 5.90
H -4.68 -0.45 3.48
N -3.20 2.85 -0.01
C -3.13 2.21 1.18
C -1.96 2.04 1.89
C -0.78 2.55 1.35
C -0.82 3.21 0.12
C -2.05 3.33 -0.51
H -4.08 1.83 1.55
H -1.96 1.52 2.84
H 0.16 2.43 1.88
H 0.08 3.61 -0.32
H -2.13 3.84 -1.47
N -7.05 -4.49 4.68
C -7.19 -3.26 5.20
C -7.83 -2.99 6.40
C -8.36 -4.06 7.11
C -8.23 -5.35 6.60
C -7.57 -5.51 5.39
H -6.76 -2.45 4.60
H -7.91 -1.98 6.77
H -8.87 -3.89 8.05
H -8.64 -6.20 7.13
H -7.44 -6.50 4.96
N 0.70 -3.19 0.64
C 0.26 -4.23 -0.11
C -0.16 -4.11 -1.42
C -0.12 -2.85 -2.02
C 0.33 -1.77 -1.27
C 0.73 -1.98 0.03
H 0.25 -5.19 0.40
H -0.50 -4.98 -1.98
H -0.44 -2.72 -3.05
H 0.37 -0.77 -1.71
H 1.09 -1.17 0.65
N 2.43 2.96 -1.37
C 2.08 2.16 -2.39
C 2.73 2.13 -3.61
C 3.81 2.98 -3.80
C 4.20 3.83 -2.76
C 3.49 3.78 -1.58
H 1.22 1.51 -2.20
H 2.41 1.46 -4.40
H 4.35 2.99 -4.74
H 5.04 4.50 -2.88
H 3.75 4.42 -0.74
N 4.42 2.77 -7.20
C 3.26 2.19 -7.59
C 2.97 1.86 -8.90
C 3.92 2.14 -9.88
C 5.12 2.74 -9.51
C 5.32 3.03 -8.17
H 2.55 2.00 -6.79
H 2.02 1.39 -9.15
H 3.72 1.90 -10.92
H 5.87 2.97 -10.25
H 6.24 3.49 -7.84
N 3.89 -4.54 -3.83
C 3.01 -5.18 -3.02
C 2.68 -6.52 -3.15
C 3.27 -7.24 -4.18
C 4.17 -6.61 -5.03
C 4.44 -5.27 -4.82
H 2.58 -4.57 -2.23
H 1.97 -6.98 -2.47
H 3.02 -8.29 -4.32
H 4.64 -7.15 -5.85
H 5.14 -4.73 -5.45
N 2.19 7.01 0.03
C 2.04 8.25 0.54
C 1.40 8.52 1.75
C 0.87 7.45 2.46
C 1.00 6.16 1.95
C 1.66 6.00 0.74
H 2.47 9.06 -0.05
H 1.32 9.53 2.12
H 0.36 7.62 3.40
H 0.60 5.30 2.48
H 1.79 5.01 0.30
*
```

=====

Record 2
Formula: C43H40AsCaCl2F3N2O10P2S2
Source: the OMol25 dataset
Level of theory: ωB97M-V/def2-TZVPD

Calculated values
HOMO-LUMO gap, Eh: 0.244
F_max, eV Å⁻¹: 0.57
HOMO level, Eh: -0.113
ΔE to the lowest compared entry with this formula, charge and spin, kJ/mol: 58.4

Geometry as ORCA input:
```
! RIJCOSX wB97M-V def2-TZVPD def2/J DEFGRID3
* xyz -2 1
Ca -0.78 -1.46 -1.20
C 4.42 2.08 4.50
S 4.05 3.38 3.31
C 2.27 3.58 3.62
C 1.41 2.41 3.18
C 1.27 2.33 1.66
N 0.49 1.18 1.18
P 1.03 -0.46 1.03
C 2.61 -0.25 0.14
C 3.74 0.35 0.69
C 4.88 0.58 -0.07
C 4.90 0.20 -1.40
C 3.79 -0.41 -1.97
C 2.65 -0.62 -1.21
C 1.53 -0.90 2.73
C 2.74 -1.52 3.06
C 3.01 -1.88 4.37
C 2.08 -1.65 5.37
C 0.86 -1.07 5.05
C 0.59 -0.71 3.74
P -1.12 1.34 0.63
C -2.00 1.99 2.11
C -2.70 1.05 2.86
C -3.30 1.40 4.06
C -3.22 2.70 4.52
C -2.53 3.66 3.77
C -1.93 3.30 2.58
C -1.08 2.79 -0.48
C -0.04 2.89 -1.41
C -0.10 3.84 -2.42
C -1.19 4.70 -2.51
C -2.23 4.59 -1.59
C -2.18 3.64 -0.59
H 5.49 1.91 4.46
H 3.92 1.14 4.25
H 4.14 2.38 5.51
H 1.99 4.49 3.08
H 2.14 3.78 4.68
H 0.42 2.50 3.62
H 1.83 1.48 3.57
H 2.26 2.31 1.19
H 0.79 3.24 1.30
H 3.73 0.65 1.73
H 5.74 1.07 0.38
H 5.78 0.37 -2.01
H 3.80 -0.72 -3.01
H 1.55 -1.03 -2.75
H 3.45 -1.74 2.27
H 3.95 -2.37 4.60
H 2.29 -1.95 6.39
H 0.11 -0.92 5.81
H -0.37 -0.27 3.50
H -2.76 0.02 2.50
H -3.83 0.65 4.64
H -3.68 2.98 5.46
H -2.47 4.68 4.13
H -1.40 4.05 2.00
H 0.80 2.21 -1.38
H 0.69 3.86 -3.16
H -1.24 5.42 -3.31
H -3.10 5.24 -1.67
H -3.01 3.54 0.10
Cl -6.32 -6.32 -2.69
C -4.85 -5.49 -2.20
C -3.62 -6.14 -2.38
C -2.46 -5.52 -2.00
Cl -0.94 -6.33 -2.22
C -2.43 -4.20 -1.43
O -1.34 -3.66 -1.10
C -3.72 -3.60 -1.25
C -3.87 -2.31 -0.63
O -2.99 -1.55 -0.22
C -4.90 -4.25 -1.64
H -3.58 -7.13 -2.81
H -4.92 -1.99 -0.49
H -5.85 -3.75 -1.50
O 1.74 1.85 -3.99
As 1.37 0.17 -4.66
O 2.38 0.17 -5.99
O 1.55 -1.21 -1.77
C -0.38 0.72 -5.51
C -0.20 1.43 -6.70
C -1.27 1.95 -7.40
C -2.57 1.75 -6.94
C -2.77 1.02 -5.78
C -1.68 0.51 -5.07
S -2.10 -0.42 -3.61
O -3.53 -0.65 -3.68
O -1.29 -1.66 -3.58
O -1.69 0.38 -2.43
H 2.36 2.18 -4.66
H 0.82 1.54 -7.05
H -1.10 2.50 -8.32
H -3.41 2.15 -7.48
H -3.77 0.83 -5.41
N -1.58 -3.03 2.56
H -1.70 -2.50 1.71
H -2.02 -3.93 2.37
H -0.58 -3.26 2.61
F 2.49 -6.26 1.16
C 2.67 -5.03 0.65
F 2.56 -5.15 -0.69
F 3.97 -4.70 0.90
C 1.72 -3.95 1.26
O 1.28 -4.21 2.38
O 1.61 -2.93 0.55
*
```